The following is a DFT calculation (ωB97M-V with the def2-TZVPD basis set) of C40H43NiO7P2 as an isolated structure in a non-equilibrium geometry.

Atoms and positions in Å:
Ni  0.41383  0.45506  0.89474
C  -5.39386  0.78683  -4.34853
O  -4.03502  1.04006  -4.69946
C  -3.28479  -0.12667  -5.13357
C  -1.83484  0.20689  -5.22242
O  -1.27204  -0.22279  -4.00963
C  0.15095  -0.04272  -3.93147
C  0.97222  -1.11178  -4.67340
O  0.55954  -2.43376  -4.32239
C  1.01954  -3.38462  -5.33850
H  -5.87736  1.64700  -3.91382
H  -5.42941  -0.02661  -3.61727
H  -5.99238  0.47211  -5.25895
H  -3.60772  -0.25522  -6.16607
H  -3.43187  -1.05651  -4.51433
H  -1.63497  1.30837  -5.28227
H  -1.36616  -0.30605  -6.06338
H  0.40499  -0.03278  -2.88028
H  0.44171  0.95787  -4.37142
H  2.00797  -0.97098  -4.36122
H  0.89922  -1.01707  -5.77657
H  2.10699  -3.46499  -5.19562
H  0.79119  -3.10327  -6.38725
H  0.49570  -4.30931  -5.13329
C  -1.88068  1.44666  3.14304
C  -1.18361  2.70025  2.71459
P  -0.20162  2.41944  1.19391
C  1.07662  3.65704  1.27084
C  0.62849  4.97745  1.17557
C  1.59033  5.98032  1.11895
C  2.90791  5.67342  1.06408
C  3.38159  4.36722  1.18235
C  2.45501  3.32483  1.39472
C  -1.35455  2.70744  -0.16073
C  -2.76771  2.66126  0.02806
C  -3.55383  2.83456  -1.12668
C  -3.00535  2.98006  -2.36785
C  -1.64081  2.89930  -2.56246
C  -0.83717  2.69758  -1.47010
P  -0.81544  0.00508  2.55308
C  -2.05888  -1.25400  2.38384
C  -2.57586  -1.86186  3.55881
C  -3.50018  -2.87622  3.46447
C  -4.04447  -3.15399  2.23244
C  -3.60910  -2.49116  1.07031
C  -2.57763  -1.57408  1.12287
C  0.29370  -0.48365  3.85580
C  0.69356  0.41276  4.87111
C  1.44755  -0.07393  5.96443
C  1.78103  -1.40130  5.98885
C  1.34862  -2.29279  5.03289
C  0.56427  -1.86651  3.91521
H  -2.83384  1.27747  2.68671
H  -1.99339  1.39049  4.21794
H  -0.36881  2.94297  3.44766
H  -1.78691  3.62356  2.55418
H  -0.42886  5.22601  1.09748
H  1.25287  6.99786  1.02815
H  3.62758  6.44221  0.78216
H  4.45758  4.18238  1.20385
H  2.72770  2.32761  1.69106
H  -3.25703  2.60907  0.96849
H  -4.63538  2.78288  -1.03707
H  -3.68494  3.21679  -3.20429
H  -1.26531  2.88802  -3.56618
H  0.19995  2.63903  -1.63751
H  -2.13154  -1.61002  4.50225
H  -3.85176  -3.38591  4.35782
H  -4.83423  -3.85422  2.15774
H  -4.23999  -2.64547  0.17230
H  -2.19449  -1.07554  0.20086
H  0.46499  1.46148  4.87501
H  1.66162  0.59353  6.82640
H  2.37240  -1.81138  6.81102
H  1.58433  -3.35108  5.09750
H  0.17392  -2.55857  3.21165
O  2.37225  -0.07451  -1.58513
C  2.02199  -0.84052  -0.68693
O  0.83181  -1.05555  -0.23402
C  3.13716  -1.73724  -0.08591
C  4.30564  -1.80825  -0.94114
C  5.35591  -2.55958  -0.52354
C  5.14904  -3.39995  0.58225
O  5.97305  -4.45561  1.03993
C  5.32308  -4.99589  2.16644
O  4.15621  -4.12535  2.49109
C  4.09030  -3.19072  1.47280
C  3.00278  -2.40051  1.13020
H  4.31965  -1.25348  -1.84597
H  6.32606  -2.46411  -0.98838
H  5.97740  -5.02951  3.05299
H  4.89281  -6.01027  1.91508
H  2.08325  -2.33235  1.68909

Atomic forces in eV per Å
Ni -0.2 -0.8 -0.7
C 0.2 -1.4 -1.3
O 0.1 -0.3 0.7
C -1.4 0.8 -0.7
C 0.7 0.7 1.0
O 1.4 -0.1 0.5
C -0.5 0.2 -0.8
C -0.6 -0.2 0.0
O 0.1 -0.2 -1.5
C -0.1 1.0 1.1
H 0.3 0.5 0.0
H -0.1 0.0 0.0
H 0.6 0.3 0.9
H -0.3 -0.7 -0.1
H 0.0 1.0 -0.5
H -0.5 -0.6 -0.5
H 0.0 0.0 -0.2
H 0.0 -0.1 0.2
H -0.2 -0.8 0.4
H 0.3 0.2 -0.2
H 0.0 0.2 0.5
H -0.2 -0.4 -0.4
H 0.0 0.3 0.6
H 0.2 -0.2 0.1
C 1.1 -0.9 0.1
C 1.1 1.4 0.1
P 0.4 0.2 0.0
C -0.1 0.7 0.0
C 1.1 -0.1 0.0
C -1.7 0.3 -0.2
C 1.9 -0.2 -0.8
C -0.6 -0.8 0.9
C -0.7 1.7 -0.4
C -1.1 -0.4 -0.1
C 1.4 0.8 -2.0
C -0.4 -0.6 1.4
C -0.8 0.7 -1.2
C -0.5 -0.5 0.1
C -0.7 0.7 0.6
P -1.0 0.4 -0.3
C -0.7 -1.0 1.0
C 0.9 0.0 -1.2
C -0.2 0.2 0.5
C 0.5 0.7 -1.0
C -1.5 -0.5 0.1
C 0.4 0.6 -0.2
C -0.7 -0.3 1.0
C 0.9 -1.4 0.6
C -0.9 1.4 -0.4
C 0.6 -1.0 1.0
C -1.0 -0.2 -2.2
C 1.8 1.3 2.8
H -0.6 0.0 -0.3
H -0.2 0.0 0.3
H -0.8 0.0 -0.4
H 0.1 -0.7 0.4
H 0.2 -0.1 0.0
H 0.1 0.3 0.0
H -0.1 0.0 0.5
H -0.4 0.0 -0.1
H 0.2 -0.3 -0.4
H -0.1 -0.1 0.7
H 0.1 0.2 0.1
H 0.6 -0.5 0.4
H 0.4 0.2 -0.2
H 1.3 -0.2 0.1
H 0.0 0.2 0.4
H 0.0 0.1 -0.1
H -0.6 -0.6 -0.1
H 1.0 0.0 0.4
H -0.3 -0.4 0.9
H -0.4 0.2 -0.3
H 0.1 -0.5 -0.9
H -0.2 0.3 -0.1
H 0.1 0.1 0.2
H -0.3 -0.4 -0.5
O 0.0 -0.3 0.7
C -0.6 -0.5 -0.2
O 1.3 0.3 0.1
C -0.7 0.4 -0.8
C -0.4 -0.6 1.9
C 1.1 -0.7 0.0
C 2.5 -0.9 0.5
O -1.8 2.6 -0.9
C -1.5 -0.5 0.7
O 1.1 0.8 -1.8
C -1.3 -2.5 1.3
C 0.5 0.5 -0.6
H 0.0 0.6 -0.4
H 0.0 -0.6 -0.3
H -0.2 0.1 -0.5
H 0.5 1.1 0.3
H 0.0 0.0 0.2

Results
* spin multiplicity: 3
* LUMO energy (spin up / spin down): -0.1118 / -0.2424 hartree
* Kohn-Sham gap (spin up / spin down): 5.96 / 3.82 eV
* total charge: +1